# C6H11N2

An isolated ion of composition C6H11N2 and charge +1 at a distorted geometry (wB97M-V/def2-TZVPD, the Open Molecules 2025 dataset).

Each line ends with the Mulliken charge.
Element x y z (Å)
C  -0.019  -0.587  0.692  0.04
C  -0.424  -1.118  3.056  -0.19
C  -0.371  -0.035  -1.623  -0.80
C  -1.206  1.169  -1.080  -0.51
C  0.630  -0.543  -0.573  0.24
C  2.071  0.177  -0.542  -1.19
N  -0.021  -0.866  1.895  -0.05
N  -1.865  0.782  0.089  -0.48
H  -0.476  -0.341  3.759  0.29
H  -0.510  -2.161  3.251  0.28
H  -1.102  -0.747  -1.775  0.42
H  0.099  0.330  -2.500  0.35
H  -0.763  2.094  -1.118  0.48
H  -1.985  1.097  -1.835  0.32
H  0.819  -1.600  -0.766  0.40
H  1.912  1.052  0.011  0.40
H  2.152  0.304  -1.567  0.35
H  2.719  -0.562  -0.128  0.38
H  -1.660  1.557  0.754  0.29

Output
DFT total energy ... -9368.488 eV
Energy above the lowest of the compared OMol25 structures with the same formula, charge and spin ... 144.1 kcal/mol
Net charge ... +1
E_HOMO (alpha / beta) ... -13.58 / -13.80 eV